## one
Entry from OMol25: the molecule C8H10N2O (the ωB97M-V functional and the def2-TZVPD basis).

Values from the calculation:
**Gap between HOMO and LUMO**: 0.28632 Ha
**SMILES string**: CC1=NN(c2ccco2)CC1
**LUMO**: 0.85 eV
**HOMO level**: -0.2551 hartree

Structure (ORCA input):
```
! RIJCOSX wB97M-V def2-TZVPD def2/J DEFGRID3
* xyz 0 1
C -0.10 -2.73 2.49
C 0.81 -1.86 1.84
C -1.34 -2.08 2.47
C 0.03 -0.79 1.36
C 0.87 1.21 -1.32
C -0.55 1.71 -1.25
C -1.11 0.72 -0.30
C 1.61 1.70 -2.51
N 1.20 0.42 -0.43
N 0.12 0.15 0.37
O -1.24 -0.93 1.82
H 0.17 -3.57 3.16
H 1.66 -2.29 1.43
H -2.41 -2.34 2.87
H -0.63 2.77 -0.95
H -1.03 1.56 -2.27
H -1.76 1.04 0.45
H -1.56 -0.06 -0.92
H 1.48 0.94 -3.25
H 2.61 1.82 -2.26
H 1.15 2.61 -2.78
*
```

***

## two
Entry from OMol25: C8H10N2O as an isolated structure (the ωB97M-V functional and the def2-TZVPD basis).

Values from the calculation:
**Gap between HOMO and LUMO**: 0.35788 Ha
**LUMO**: 0.69 eV
**HOMO level**: -0.3324 hartree

Structure (ORCA input):
```
! RIJCOSX wB97M-V def2-TZVPD def2/J DEFGRID3
* xyz 0 1
C 1.34 1.83 0.94
C -0.48 2.72 0.82
C 0.07 1.59 0.16
C -0.40 -0.58 -0.10
C 0.49 -0.71 -1.10
C 0.61 -2.02 -1.88
C 0.00 -3.09 -1.28
C -1.12 -1.72 0.27
H 1.45 0.97 1.70
H 2.12 2.17 0.20
H 1.41 3.85 1.27
H -1.02 2.50 1.64
H -0.93 3.44 0.15
H -0.01 1.64 -0.93
H 1.15 0.05 -1.56
H 1.62 -2.14 -2.38
H 0.10 -4.18 -1.56
H -1.72 -1.69 1.26
N 0.79 3.09 1.51
N -0.93 -2.94 -0.21
O -0.77 0.52 0.51
*
```

***

Here are the energies relative to the best structure, in kJ/mol: one 0.0; two 101.2.

***

## one
Entry from OMol25: the molecule C9H13NO3 (the ωB97M-V functional and the def2-TZVPD basis).

Values from the calculation:
**Gap between HOMO and LUMO**: 0.33203 Ha
**SMILES string**: NC[C@@H](CC(=O)O)Cc1ccco1
**LUMO**: 0.80 eV
**HOMO level**: -0.3025 hartree

Structure (ORCA input):
```
! RIJCOSX wB97M-V def2-TZVPD def2/J DEFGRID3
* xyz 0 1
C 0.29 -2.28 -0.35
C -0.88 -1.29 -0.56
C -1.43 -0.74 0.80
C -0.39 -0.07 1.74
C -0.43 -0.30 -1.66
C 0.19 0.91 -0.94
C 1.30 1.57 -0.49
C 0.94 2.88 0.06
C -0.38 2.91 -0.07
H 2.33 -2.33 -0.78
H 1.89 -1.21 0.39
H 0.17 -3.16 -1.07
H 0.18 -2.82 0.65
H -1.62 -1.86 -0.98
H -1.76 -1.61 1.29
H -2.22 0.00 0.52
H -0.31 0.90 3.24
H 0.22 -0.77 -2.50
H -1.29 0.07 -2.20
H 2.16 1.00 -0.72
H 1.41 3.77 0.50
H -1.05 3.70 -0.07
N 1.65 -1.65 -0.51
O -1.05 0.58 2.74
O 0.91 -0.05 1.75
O -0.82 1.88 -0.78
*
```

***

## two
Entry from OMol25: the molecule C9H13NO3 (the ωB97M-V functional and the def2-TZVPD basis).

Values from the calculation:
**Gap between HOMO and LUMO**: 0.32625 Ha
**SMILES string**: Cc1ccc([C@H](CN)CC(=O)O)o1
**LUMO**: 0.68 eV
**HOMO level**: -0.3012 hartree

Structure (ORCA input):
```
! RIJCOSX wB97M-V def2-TZVPD def2/J DEFGRID3
* xyz 0 1
C 1.05 3.49 1.49
C 1.08 2.11 1.06
C 2.09 1.21 0.80
C 1.42 0.04 0.31
C 0.04 0.27 0.37
C -1.13 -0.65 0.25
C -0.68 -2.10 0.69
C -1.82 -0.59 -1.08
C -1.05 -1.08 -2.29
H 0.45 4.03 0.77
H 2.09 3.95 1.62
H 0.51 3.60 2.51
H 3.16 1.47 0.84
H 1.89 -0.87 -0.02
H -1.85 -0.35 0.99
H -0.34 -2.02 1.74
H -1.58 -2.69 0.58
H -0.02 -2.77 -1.14
H 0.75 -3.44 0.24
H -2.73 -1.20 -1.00
H -2.11 0.43 -1.38
H -0.15 0.55 -2.34
N 0.34 -2.57 -0.18
O -0.13 1.56 0.77
O -0.24 -0.19 -2.98
O -1.07 -2.21 -2.65
*
```

***

Here are the energies relative to the best structure, in kJ/mol: one 136.8; two 0.0.

***

## one
Entry from OMol25: a 2-piece molecular cluster, C3H10NOS overall (the ωB97M-V functional and the def2-TZVPD basis).

Values from the calculation:
**Gap between HOMO and LUMO**: 0.35803 Ha
**LUMO**: -4.56 eV
**HOMO level**: -0.5258 hartree

Structure (ORCA input):
```
! RIJCOSX wB97M-V def2-TZVPD def2/J DEFGRID3
* xyz 1 1
C -0.77 1.04 1.66
C 0.36 -0.29 -2.56
C 0.94 0.70 0.01
N -0.30 0.60 0.39
O 0.54 -1.96 0.21
S 1.58 0.53 -1.57
H -1.86 1.12 1.76
H -0.49 0.16 2.36
H -0.51 2.01 2.07
H 0.35 -1.25 -2.25
H 0.47 -0.03 -3.55
H -0.73 0.14 -2.35
H 1.69 1.01 0.69
H -1.00 0.14 -0.16
H 1.40 -2.12 0.55
H 0.05 -1.84 1.03
*
```

***

## two
Entry from OMol25: a 2-piece molecular cluster, C3H10NOS overall (the ωB97M-V functional and the def2-TZVPD basis).

Values from the calculation:
**Gap between HOMO and LUMO (alpha / beta)**: 0.28803 / 0.31523 Ha
**LUMO (alpha / beta)**: -4.48 / -3.69 eV
**HOMO level (alpha / beta)**: -0.4527 / -0.4508 hartree

Structure (ORCA input):
```
! RIJCOSX wB97M-V def2-TZVPD def2/J DEFGRID3
* xyz 1 1
C -0.66 -2.25 -1.19
C 0.18 -0.11 0.96
C -0.11 0.23 -0.40
N 0.81 1.22 1.61
O 0.94 0.66 -1.14
S -1.53 1.41 -0.49
H -0.59 -2.65 -0.25
H -1.67 -2.11 -1.49
H 0.25 -2.12 -1.71
H 0.91 -0.96 1.08
H -0.64 -0.24 1.61
H 1.68 1.62 1.14
H 0.98 1.29 2.73
H -0.14 1.77 1.42
H 1.07 0.37 -2.03
H -1.47 1.87 -1.88
*
```

***

Here are the energies relative to the best structure, in kJ/mol: one 0.0; two 342.5.